1.
Entry from the OMol25 dataset: C21H42Cl5MgN2O15P2S as an isolated structure in a non-equilibrium geometry (wB97M-V/def2-TZVPD).

Last column: Löwdin charge in e.
Atoms and positions in Å:
C1 4.9367 2.3009 3.7178  -0.17
C2 3.7810 1.9032 2.6238  -0.46
P1 2.9294 3.4122 1.8217  0.82
C3 4.0507 4.3308 0.5794  -0.41
C4 5.2791 5.1447 1.3595  -0.15
P2 1.0951 2.6552 0.9171  0.80
N1 1.0291 2.7515 -0.8608  -0.19
C5 1.7174 1.6361 -1.3493  -0.62
S1 2.2780 0.1022 -1.9297  0.79
N2 -0.2684 3.4149 1.7743  -0.14
C6 -1.2160 2.2913 2.1287  -0.48
C7 -1.1189 1.7369 3.7028  0.01
O1 -2.0742 1.6779 1.3096  -0.23
C8 -0.9254 4.5257 0.9901  -0.28
C9 -2.5404 4.8640 1.2635  0.00
O2 -0.3236 5.3327 0.0978  0.03
H1 5.0338 1.4281 4.4910  0.09
H2 5.9916 2.4321 3.1853  0.10
H3 4.6700 3.2831 4.3381  0.10
H4 3.0004 1.2048 3.1916  0.09
H5 4.2702 1.2648 1.7721  0.09
H6 3.4017 5.1568 0.0447  0.10
H7 4.5453 3.5784 -0.1805  0.09
H8 5.5508 4.6793 2.3988  0.06
H9 5.0184 6.2823 1.5538  0.07
H10 6.2729 5.1304 0.7143  0.10
H11 1.0330 1.2241 1.2470  0.07
H12 -0.4564 0.7510 3.7236  0.13
H13 -0.4930 2.5356 4.3279  0.13
H14 -2.1659 1.6135 4.2105  0.09
H15 -3.2503 4.2782 0.5337  0.07
H16 -2.6686 6.0258 1.1668  0.17
H17 -2.7865 4.6062 2.4008  0.09
C10 1.7448 -3.8974 -1.1377  -0.03
C11 3.1557 -3.8709 -1.6618  -0.48
O3 3.7709 -2.8133 -1.7866  -0.01
C12 3.7847 -5.1888 -2.0274  -0.02
H18 1.4211 -2.8749 -0.9154  0.05
H19 1.0761 -4.3198 -1.8919  0.09
H20 1.7012 -4.4858 -0.2178  0.09
H21 3.2069 -5.6687 -2.8213  0.04
H22 3.8320 -5.8349 -1.1471  0.10
H23 4.8035 -5.0162 -2.3906  0.10
O4 2.1310 -9.0958 -4.5940  -0.28
Cl1 2.8496 -7.9204 -5.0463  0.70
O5 2.0557 -7.2196 -6.0367  -0.28
O6 4.1121 -8.3225 -5.6353  -0.26
O7 3.1000 -7.0433 -3.9191  -0.35
Mg1 -3.4503 2.7172 2.0350  1.09
O8 4.4220 8.9245 4.7530  -0.31
Cl2 4.4497 7.4765 4.6820  0.66
O9 3.1728 6.9465 5.1191  -0.36
O10 5.5026 6.9703 5.5409  -0.32
O11 4.7014 7.0641 3.3147  -0.41
C13 -10.3932 5.7469 -0.4348  -0.07
C14 -9.6667 6.8492 -1.1864  -0.21
O12 -8.2741 6.8663 -0.8474  0.03
C15 -7.5127 5.9183 -1.4466  -0.55
O13 -7.9059 5.0740 -2.2386  0.12
O14 -6.2407 6.0499 -0.9948  -0.01
C16 -5.3502 5.0461 -1.4768  -0.07
H24 -10.2139 5.8320 0.6417  0.08
H25 -11.4693 5.7957 -0.6215  0.09
H26 -10.0365 4.7581 -0.7387  0.07
H27 -10.0768 7.8204 -0.8896  0.13
H28 -9.8028 6.7592 -2.2698  0.13
H29 -5.3765 4.9805 -2.5692  0.10
H30 -5.5997 4.0807 -1.0254  0.09
H31 -4.3357 5.3182 -1.1733  0.06
C17 -1.6547 2.2377 -3.1639  -1.51
Cl3 -1.9207 1.7694 -1.4759  0.55
Cl4 -2.3807 1.0505 -4.2607  0.57
Cl5 -2.3126 3.8537 -3.4724  0.56
H32 -0.5777 2.2634 -3.3485  0.01
C18 -0.3474 -11.3061 -1.6891  -0.08
C19 1.1297 -10.9618 -1.7934  -0.27
O15 1.4460 -9.6626 -1.2991  -0.15
C20 1.1478 -9.4160 0.0732  -0.28
C21 1.8769 -10.3472 1.0268  -0.08
H33 -0.9520 -10.5673 -2.2292  0.09
H34 -0.5392 -12.2971 -2.1138  0.08
H35 -0.6919 -11.3150 -0.6533  0.06
H36 1.4190 -10.9747 -2.8491  0.11
H37 1.7466 -11.7160 -1.2962  0.11
H38 0.0656 -9.4513 0.2359  0.10
H39 1.4568 -8.3849 0.2814  0.11
H40 1.6012 -11.3924 0.8695  0.07
H41 1.6417 -10.0898 2.0641  0.08
H42 2.9602 -10.2696 0.8837  0.08

Summary:
Highest occupied orbital energy: -10.05 eV
Net charge: +1
Kohn-Sham gap: 1.00 eV
E_tot: -153580.675 eV
LUMO energy: -0.332 Eh
Spin multiplicity: 1


2.
Entry from the OMol25 dataset: C2H8N4O2Rb as an isolated structure (wB97M-V/def2-TZVPD).

Last column: Löwdin charge in e.
Atoms and positions in Å:
Rb1 -0.3548 2.3599 0.8413  1.03
C1 -2.1332 -0.7219 2.0655  -0.66
O1 -2.0008 0.0301 1.0963  -0.11
N1 -1.1699 -0.8948 3.0194  0.17
N2 -3.3041 -1.4001 2.2751  0.17
H1 -0.2619 -0.5130 2.8456  0.10
H2 -1.2983 -1.6068 3.7166  0.11
H3 -3.2743 -2.2626 2.7927  0.11
H4 -3.9797 -1.3183 1.5356  0.11
C2 1.9465 1.0493 -2.1661  -0.66
O2 1.2950 1.6851 -1.3365  -0.14
N3 3.1418 0.4642 -1.8634  0.17
N4 1.5340 0.8891 -3.4492  0.17
H5 3.5532 0.6341 -0.9657  0.11
H6 3.7190 0.1534 -2.6246  0.11
H7 0.6638 1.2855 -3.7530  0.11
H8 1.9238 0.1669 -4.0295  0.11

Summary:
Highest occupied orbital energy: -13.37 eV
Net charge: +1
Kohn-Sham gap: 10.32 eV
E_tot: -12912.562 eV
LUMO energy: -0.112 Eh
Spin multiplicity: 1


Q: highest occupied orbital energy of number 2 (C2H8N4O2Rb)?
A: -13.37 eV


What did the second record say?
Entry from the OMol25 dataset: C2H8N4O2Rb as an isolated structure (wB97M-V/def2-TZVPD).

Last column: Löwdin charge in e.
Atoms and positions in Å:
Rb1 -0.3548 2.3599 0.8413  1.03
C1 -2.1332 -0.7219 2.0655  -0.66
O1 -2.0008 0.0301 1.0963  -0.11
N1 -1.1699 -0.8948 3.0194  0.17
N2 -3.3041 -1.4001 2.2751  0.17
H1 -0.2619 -0.5130 2.8456  0.10
H2 -1.2983 -1.6068 3.7166  0.11
H3 -3.2743 -2.2626 2.7927  0.11
H4 -3.9797 -1.3183 1.5356  0.11
C2 1.9465 1.0493 -2.1661  -0.66
O2 1.2950 1.6851 -1.3365  -0.14
N3 3.1418 0.4642 -1.8634  0.17
N4 1.5340 0.8891 -3.4492  0.17
H5 3.5532 0.6341 -0.9657  0.11
H6 3.7190 0.1534 -2.6246  0.11
H7 0.6638 1.2855 -3.7530  0.11
H8 1.9238 0.1669 -4.0295  0.11

Summary:
Highest occupied orbital energy: -13.37 eV
Net charge: +1
Kohn-Sham gap: 10.32 eV
E_tot: -12912.562 eV
LUMO energy: -0.112 Eh
Spin multiplicity: 1


Q: Which formula does entry 1 have?
A: C21H42Cl5MgN2O15P2S


Q: Which of these has the highest E_tot?
A: C2H8N4O2Rb